Entry 1:
18
Properties=species:S:1:pos:R:3:forces:R:3:nbo_charge:R:1 method="wB97M-V/def2-TZVPD" e_above_lowest_kcal_mol=33.3 lumo_energy_ev=0.083
O -3.915 10.825 -28.911 0.1 -0.1 0.1 -0.95
H -4.058 10.505 -28.010 -0.1 0.1 -0.1 0.48
H -4.375 11.668 -28.942 0.0 0.0 0.0 0.46
O -1.473 8.155 -24.084 0.3 0.1 0.0 -0.96
H -1.359 8.951 -24.629 -0.4 -0.3 0.4 0.48
H -2.363 8.234 -23.731 0.0 0.0 -0.1 0.47
O -1.762 10.068 -26.081 0.6 0.0 -0.3 -0.99
H -2.000 10.698 -26.769 0.0 0.0 0.0 0.48
H -0.902 9.682 -26.384 -1.0 0.3 0.0 0.49
O 1.594 11.152 -25.036 0.0 0.0 -0.2 -0.94
H 1.178 10.405 -25.488 0.1 0.0 0.1 0.48
H 2.524 11.099 -25.278 0.0 0.0 0.1 0.46
O 0.518 9.090 -27.076 0.7 0.0 -0.3 -0.96
H 0.942 9.672 -27.720 -0.1 0.0 0.0 0.49
H 0.919 8.224 -27.221 -0.2 0.0 0.2 0.50
O -4.720 12.299 -26.127 0.1 0.0 -0.2 -0.94
H -5.171 12.908 -26.722 0.0 0.0 0.1 0.47
H -3.872 12.721 -25.944 -0.1 -0.1 0.1 0.47

Entry 2:
18
Properties=species:S:1:pos:R:3:forces:R:3:nbo_charge:R:1 method="wB97M-V/def2-TZVPD" e_above_lowest_kcal_mol=42.5 lumo_energy_ev=0.346
O 0.157 2.720 -0.123 3.6 -0.5 -2.9 -0.99
H 0.713 2.898 -1.014 -2.1 -0.3 2.9 0.47
H 0.865 2.139 0.346 -1.7 0.8 -0.1 0.52
O 1.418 1.194 1.706 0.0 0.3 1.0 -1.00
H 0.882 0.397 2.018 0.6 0.8 -0.3 0.52
H 1.520 1.854 2.436 -0.3 -1.2 -0.8 0.48
O -0.064 -1.013 2.223 -3.2 2.0 1.0 -0.99
H -0.243 -1.632 1.482 0.0 0.0 -0.2 0.52
H -0.982 -0.509 2.405 3.1 -2.0 -0.7 0.48
O -1.356 0.980 -1.659 -6.5 -0.2 -2.5 -0.98
H -2.464 1.318 -1.769 5.4 -1.6 0.7 0.50
H -0.955 1.556 -1.051 1.0 1.9 2.0 0.51
O -0.106 -2.736 0.056 2.9 0.3 -0.9 -1.00
H 0.876 -2.929 0.220 -2.0 0.0 0.1 0.47
H 0.036 -2.214 -0.818 -0.8 -0.3 1.2 0.51
O 0.050 -1.238 -2.137 -1.6 1.4 -0.5 -0.98
H -0.519 -0.368 -2.053 1.2 -1.6 0.2 0.52
H -0.520 -1.755 -2.730 0.4 0.0 0.1 0.47

Entry 3:
19
Properties=species:S:1:pos:R:3:forces:R:3:nbo_charge:R:1 method="wB97M-V/def2-TZVPD" e_above_lowest_kcal_mol=42.5 lumo_energy_ev=0.472
N 0.911 1.231 3.153 -0.9 -2.1 3.1 -1.06
H 0.320 1.579 2.459 -0.9 0.9 -1.5 0.36
H 1.384 1.967 3.609 1.0 1.3 -0.1 0.36
H 0.257 1.007 3.961 0.7 -0.2 -1.4 0.34
O 1.432 1.817 -1.696 -1.1 -2.2 0.5 -0.96
H 1.202 0.853 -1.927 0.8 2.3 0.1 0.49
H 1.947 2.189 -2.399 0.3 -0.1 -0.7 0.47
O 1.597 -1.336 -1.640 -1.0 1.2 -0.1 -0.96
H 2.413 -1.721 -1.406 1.7 -1.4 -0.2 0.47
H 1.584 -0.742 -0.880 -0.8 0.2 0.4 0.49
O 1.000 -1.434 1.194 0.8 0.1 1.0 -0.96
H 1.110 -1.241 2.147 0.2 0.2 -0.7 0.48
H 0.059 -1.493 1.111 -1.0 -0.2 -0.4 0.47
O -3.570 0.825 0.381 -2.7 3.2 3.1 -0.95
H -2.919 0.351 -0.032 3.1 -1.5 -1.3 0.47
H -3.216 1.450 1.090 -0.3 -1.6 -1.8 0.48
O -1.403 -1.156 -1.467 0.8 0.8 3.6 -0.95
H -2.203 -1.183 -1.893 -3.0 -0.1 -1.6 0.46
H -0.762 -1.355 -2.088 2.2 -0.7 -1.8 0.48

Entry 4:
22
Properties=species:S:1:pos:R:3:forces:R:3:nbo_charge:R:1 method="wB97M-V/def2-TZVPD" total_charge=+1 e_above_lowest_kcal_mol=24.7 lumo_energy_ev=-5.085
Na -1.321 2.998 0.580 0.4 -0.3 -0.1 0.99
Na -2.333 -0.189 0.791 0.0 -0.9 -0.1 0.97
O -0.329 0.950 0.199 -1.7 -0.1 0.5 -1.33
H -0.390 -0.024 0.159 0.5 0.7 -0.2 0.45
O -0.601 -2.264 1.174 -1.1 0.8 0.2 -1.01
H 0.207 -2.038 0.712 0.9 -0.4 -0.3 0.50
H -0.616 -3.221 1.176 0.0 -0.3 0.0 0.50
O -2.490 -0.614 -1.601 -0.5 -0.2 1.1 -1.01
H -1.830 0.024 -1.871 0.2 0.3 -0.8 0.50
H -2.324 -1.379 -2.152 -0.1 -0.3 -0.1 0.50
O 1.982 -2.075 -0.176 -0.8 -0.7 0.2 -0.95
H 1.920 -1.153 0.075 0.9 0.7 0.0 0.49
H 1.909 -2.069 -1.130 0.1 0.0 -0.3 0.48
O 0.631 0.966 2.822 -0.3 0.0 0.6 -0.94
H 0.526 1.834 3.212 0.2 0.2 0.4 0.45
H 0.489 1.104 1.886 -0.1 -0.1 -0.4 0.47
O 2.246 0.614 0.292 1.0 -0.2 0.1 -0.97
H 2.533 1.481 0.005 0.3 0.0 -0.1 0.48
H 1.297 0.693 0.381 -0.6 0.5 -0.3 0.47
O -0.700 1.191 -2.389 -0.3 0.4 -1.0 -0.99
H -0.189 1.935 -2.709 0.1 0.0 -0.5 0.49
H -0.616 1.235 -1.436 0.8 -0.1 1.3 0.48

Entry 5:
19
Properties=species:S:1:pos:R:3:forces:R:3:nbo_charge:R:1 method="wB97M-V/def2-TZVPD" total_charge=+1 e_above_lowest_kcal_mol=25.4 lumo_energy_ev=-3.273
O -3.358 0.282 3.269 0.8 0.4 0.5 -0.92
H -3.224 0.855 4.039 -0.7 0.1 -0.1 0.47
H -2.457 -0.055 3.228 0.0 -0.5 -0.4 0.45
O 3.332 -2.217 0.006 -0.2 -0.2 -0.2 -0.98
H 3.899 -2.944 -0.278 0.2 0.1 0.1 0.50
H 3.896 -1.438 0.050 0.2 -0.1 0.0 0.49
O 0.818 -1.983 -0.945 0.4 -0.4 -0.2 -0.85
H 0.403 -2.460 -0.218 -0.2 -0.1 0.1 0.52
H 1.720 -2.371 -1.020 -0.1 0.3 0.2 0.54
O -0.707 2.210 0.314 -0.8 -0.2 -0.6 -0.93
H -1.012 2.478 -0.583 0.9 0.1 0.3 0.51
H -1.551 1.838 0.603 0.0 0.0 0.8 0.49
O -1.140 1.362 -2.123 0.7 0.1 -0.4 -0.96
H -2.045 1.596 -2.246 -1.3 0.0 -0.2 0.48
H -0.731 1.712 -2.924 0.3 -0.1 0.0 0.50
O 0.907 0.375 -0.537 0.5 0.4 0.9 -0.88
H 0.107 0.935 -0.223 -0.1 -0.1 -0.4 0.54
H 1.554 0.641 0.134 0.3 -0.1 -0.2 0.51
H 0.933 -0.795 -0.694 -0.7 0.3 0.0 0.51

Entry 6:
20
Properties=species:S:1:pos:R:3:forces:R:3:mulliken_spin:R:1 method="wB97M-V/def2-TZVPD" e_above_lowest_kcal_mol=37.1 lumo_energy_ev="-0.322 / -4.062" spin_multiplicity=2
S -0.471 0.004 0.700 0.8 0.4 0.8 1.02
H -1.472 -0.307 -0.073 -0.9 -0.2 -0.7 -0.02
H -1.607 3.870 -0.722 -0.9 -1.4 -1.4 0.00
H -2.799 2.847 -1.089 1.2 0.7 -0.2 0.00
O -1.941 3.215 -1.415 -0.2 0.6 1.6 0.00
H -0.540 -1.627 3.575 0.9 -1.0 -0.2 0.00
H -0.355 -2.205 2.201 0.5 -0.5 0.6 -0.01
O 0.024 -2.293 3.101 -1.5 1.4 -0.3 0.02
H -2.572 -1.901 0.690 -0.9 -1.5 -0.3 0.00
H -3.453 -2.096 -0.469 -1.1 0.7 -1.8 0.00
O -3.119 -2.604 0.233 1.9 0.7 2.2 0.00
H 0.418 -1.484 -0.928 2.4 -0.1 -2.8 -0.01
H 0.868 -0.629 -2.198 0.4 -2.0 0.8 0.00
O 1.083 -1.517 -1.760 -2.7 2.0 1.8 0.00
H 3.223 -0.014 0.766 -1.3 1.6 3.0 0.00
H 2.169 0.609 1.915 -1.5 -0.2 -0.3 0.00
O 3.063 0.473 1.677 2.8 -1.4 -2.7 0.00
H 2.936 2.050 -2.719 -0.3 0.1 0.7 0.00
H 1.981 1.393 -1.657 1.5 2.0 -0.4 0.00
O 2.564 2.215 -1.829 -1.2 -2.2 -0.3 0.00

Entry 7:
35
Properties=species:S:1:pos:R:3:forces:R:3:mulliken_spin:R:1 method="wB97M-V/def2-TZVPD" total_charge=+1 lumo_energy_ev="-4.725 / -7.850" spin_multiplicity=2
Li -1.564 -2.604 -0.692 -0.8 0.8 -0.6 0.00
Li 1.936 1.313 2.042 0.1 -0.3 0.0 0.00
Li 1.337 -2.813 -0.850 0.7 0.8 -0.5 0.00
Li 1.147 1.043 -2.324 -0.6 -0.6 -0.6 0.00
S 0.064 -1.494 -3.406 1.0 4.1 1.6 -0.08
O -0.011 -2.389 -4.515 -1.4 -1.4 -2.4 0.49
O -1.165 -1.639 -2.586 -0.3 -1.1 -0.1 0.40
O 1.232 -1.944 -2.647 0.6 -0.1 1.7 0.07
O 0.185 -0.037 -3.754 0.3 -2.2 0.6 0.12
S 0.204 -0.355 0.298 1.1 1.1 1.3 -0.01
O 0.227 0.478 1.497 1.1 0.8 0.8 0.00
O -0.903 -1.266 0.421 -0.5 -2.6 -0.6 0.00
O 0.064 0.492 -0.873 1.1 0.6 -0.8 0.00
O 1.491 -1.080 0.256 0.2 -1.5 -0.8 0.00
O -1.384 2.627 1.349 0.0 0.4 0.0 0.00
H -1.937 2.574 0.570 -0.2 0.4 -0.1 0.00
H -0.830 1.848 1.303 -0.1 -0.3 0.2 0.00
O -2.251 0.798 -1.919 -0.6 0.2 -0.4 0.01
H -2.852 1.299 -1.369 -0.4 0.3 -0.4 0.00
H -1.419 0.819 -1.446 0.1 0.0 0.0 0.00
O -3.256 -0.181 0.721 -0.8 -0.1 0.2 0.00
H -3.026 0.629 0.265 -0.1 -0.1 0.2 0.00
H -2.447 -0.692 0.726 -0.1 0.3 0.2 0.00
O 3.527 0.362 1.083 -0.2 1.1 0.6 0.00
H 4.150 0.690 0.435 0.5 0.2 0.1 0.00
H 2.905 -0.160 0.576 -0.5 -0.9 -0.3 0.00
O 2.330 -2.940 2.472 0.1 -0.3 -0.3 0.00
H 1.705 -2.843 3.190 -0.1 -0.1 0.4 0.00
H 1.990 -2.374 1.780 0.0 0.4 -0.1 0.00
O -1.028 -0.182 4.033 0.1 0.0 0.4 0.00
H -1.021 -1.072 3.682 -0.1 -0.2 -0.1 0.00
H -0.455 0.312 3.445 -0.2 0.1 -0.2 0.00
O 0.207 3.943 -1.155 0.2 0.0 -0.1 0.00
H 0.110 3.483 -1.989 -0.3 0.1 -0.4 0.00
H 0.737 3.355 -0.618 0.0 0.0 0.4 0.00

Entry 8:
22
Properties=species:S:1:pos:R:3:forces:R:3:nbo_charge:R:1 method="wB97M-V/def2-TZVPD" total_charge=+1 e_above_lowest_kcal_mol=71.9 lumo_energy_ev=-3.521
Li 32.920 3.539 7.775 -0.3 0.1 -0.3 0.86
O 33.368 0.364 8.572 -2.9 -0.5 2.4 -0.95
H 33.097 1.160 8.043 0.3 -1.6 0.9 0.47
H 32.620 0.213 9.327 2.8 0.6 -3.0 0.45
O 33.111 5.447 8.716 0.1 -2.8 -2.3 -0.96
H 33.795 5.947 8.316 0.7 1.2 -0.3 0.49
H 32.811 5.834 9.484 -0.9 1.6 2.5 0.50
O 33.016 1.751 6.458 -0.9 0.4 1.5 -0.98
H 33.785 1.934 5.939 0.1 0.0 -1.2 0.52
H 32.134 1.696 6.070 0.9 0.0 -0.8 0.51
O 35.212 3.813 7.057 -0.8 5.4 -5.2 -0.92
H 35.446 3.619 7.861 1.9 -4.0 7.5 0.46
H 35.583 4.757 7.280 -1.0 -1.6 -2.1 0.47
O 32.771 4.569 5.798 -2.4 2.7 6.8 -0.92
H 32.188 4.261 5.221 -4.1 -1.9 -3.9 0.47
H 33.555 4.477 5.443 6.5 -0.6 -2.8 0.47
O 33.081 2.699 9.574 0.1 1.1 2.8 -0.97
H 32.684 2.275 10.382 0.2 -0.1 -1.6 0.51
H 33.501 3.441 10.061 0.0 -0.2 -0.7 0.48
O 30.880 3.246 7.896 4.1 -2.7 2.7 -0.93
H 30.386 2.530 7.606 -1.5 -2.3 -0.6 0.48
H 30.493 3.957 7.563 -2.8 5.2 -2.2 0.48